Formula: C28H56F2K2O23P
Source: the Open Molecules 2025 dataset
Level of theory: ωB97M-V with the def2-TZVPD basis set

Its gap between HOMO and LUMO is 0.32458 hartree. The value obtained for the LUMO energy is -0.119 hartree. The HOMO energy is -0.4437 Eh. The net charge is +1. Its energy relative to the best compared isomer or geometry (same formula, charge and spin) is 0.0 kJ/mol.

Structure (XYZ):
```
112
Properties=species:S:1:pos:R:3:forces:R:3:mulliken_charge:R:1
K 15.7820 12.4086 -4.4214 0.535 0.377 0.145 1.009
K 17.0496 6.4449 -4.8138 0.471 0.324 0.199 0.997
O 18.7250 8.6084 -4.7168 -0.792 -0.350 -0.319 -0.768
P 19.0578 9.8240 -3.9337 -0.144 -0.834 -0.162 -0.007
O 18.2799 11.0730 -3.9500 -0.592 0.501 -0.325 -0.150
F 20.5625 10.1063 -4.1997 0.118 0.361 0.128 0.167
F 19.0963 9.3424 -2.4404 0.279 0.152 0.477 -0.113
C 19.6197 12.1617 -7.8704 -0.143 -0.159 -0.273 -1.462
C 18.7641 12.7899 -6.8049 -0.096 0.061 0.232 0.893
O 18.5480 14.1620 -7.1957 0.244 -0.208 -0.107 -0.333
C 17.9746 14.9460 -6.3027 0.113 0.095 -0.048 0.791
O 17.5223 14.5909 -5.2352 -0.561 -0.507 0.232 -0.433
O 17.9615 16.1748 -6.7617 0.026 0.241 -0.193 -0.366
C 17.3118 17.1325 -5.9276 -0.619 0.333 0.132 -0.425
H 20.6282 12.5684 -7.8634 -0.003 0.076 -0.031 0.353
H 19.1624 12.3342 -8.8463 0.127 0.072 -0.011 0.407
H 19.6850 11.0801 -7.7471 -0.026 0.027 0.216 0.357
H 19.2197 12.7649 -5.8151 0.030 -0.014 -0.059 -0.256
H 17.7900 12.2955 -6.7225 0.039 -0.006 -0.091 -0.080
H 16.2559 16.8777 -5.8020 0.142 -0.164 0.082 0.311
H 17.3404 18.0838 -6.4504 0.293 -0.059 -0.083 0.237
H 17.8009 17.2131 -4.9623 0.007 -0.056 -0.079 0.035
C 21.8635 7.7224 -2.5255 -0.346 0.273 -0.271 -0.683
C 22.6572 7.4364 -3.7898 0.524 -0.844 1.062 -0.457
O 23.5808 8.4807 -4.0828 -0.549 0.430 -0.586 -0.191
C 24.6299 8.5886 -3.2786 -0.079 0.205 0.204 0.529
O 24.9637 7.7901 -2.4485 0.208 -0.299 0.158 -0.592
O 25.2205 9.7549 -3.5261 -0.007 -0.145 -0.428 -0.095
C 26.5095 9.8990 -2.9592 1.063 0.333 0.288 -0.557
H 21.4128 8.7054 -2.5990 -0.100 0.018 -0.053 -0.272
H 22.4528 7.7313 -1.6113 0.220 -0.337 -0.124 0.533
H 21.0547 6.9895 -2.4510 0.084 0.014 0.162 0.268
H 22.0085 7.3008 -4.6488 0.038 0.345 -0.169 0.368
H 23.2258 6.5118 -3.6373 -0.069 0.058 -0.178 0.403
H 27.2360 9.1822 -3.3480 -0.355 -0.271 -0.067 0.379
H 26.4912 9.8252 -1.8732 -0.138 -0.024 -0.029 0.338
H 26.8727 10.8866 -3.2392 -0.220 -0.364 0.052 -0.041
C 13.8401 15.3959 1.9273 0.127 0.418 0.033 -1.197
C 14.6679 14.3066 1.2926 0.149 -0.132 0.404 -0.139
O 14.3614 14.2981 -0.1214 -0.221 -0.028 0.039 -0.229
C 15.0340 13.5412 -0.9547 0.064 0.225 0.063 0.639
O 14.7734 13.5128 -2.1361 0.156 -0.346 -0.451 -0.557
O 16.0110 12.8587 -0.3702 0.006 -0.241 0.202 -0.401
C 16.8358 12.0345 -1.1937 0.287 0.018 -0.055 -0.115
H 13.7985 16.2825 1.2939 0.010 -0.108 -0.142 0.323
H 14.3076 15.7347 2.8531 -0.097 -0.249 0.094 0.372
H 12.8236 15.0689 2.1296 -0.031 0.005 0.007 0.311
H 14.4308 13.3370 1.7350 -0.083 -0.056 -0.231 0.281
H 15.7373 14.4451 1.4390 0.012 0.244 -0.173 0.299
H 17.5208 12.6425 -1.7853 -0.060 -0.006 -0.024 0.046
H 16.2581 11.3850 -1.8507 -0.141 0.047 0.120 0.062
H 17.4080 11.4179 -0.5071 0.021 0.004 -0.020 0.287
C 26.1228 8.8823 -10.6349 0.153 0.597 0.440 -1.070
C 26.0356 8.0355 -9.3823 0.109 -0.607 -0.455 -0.220
O 25.3823 8.7438 -8.3226 0.267 0.107 0.219 -0.302
C 24.0548 8.7185 -8.2977 0.451 0.004 -0.003 0.618
O 23.3405 8.1129 -9.0469 -0.307 -0.251 -0.329 -0.573
O 23.6485 9.4858 -7.2918 0.107 0.167 0.021 -0.256
C 22.2420 9.6182 -7.2145 -0.577 0.264 0.481 -0.633
H 25.1289 9.2264 -10.9188 0.016 -0.163 -0.226 0.292
H 26.6168 8.3661 -11.4543 -0.182 -0.222 -0.036 0.369
H 26.7287 9.7686 -10.4233 -0.088 -0.019 -0.008 0.279
H 27.0278 7.7845 -9.0097 -0.040 0.177 0.143 0.295
H 25.5275 7.0875 -9.5774 -0.166 0.183 0.077 0.318
H 22.0307 10.3665 -6.4532 0.235 0.005 0.038 0.081
H 21.7732 8.6868 -6.8951 0.022 -0.070 -0.197 0.242
H 21.8200 9.9591 -8.1577 0.054 -0.180 -0.113 0.530
C 18.8575 20.0967 -3.3783 -0.004 -0.117 0.026 -1.018
C 20.1547 19.3547 -3.5972 0.829 0.265 -0.260 -0.315
O 19.8815 18.0465 -4.1411 0.277 -0.246 0.122 -0.330
C 20.0124 17.0100 -3.3028 0.037 0.276 -0.447 0.652
O 20.2000 17.0739 -2.1239 0.042 0.024 0.587 -0.568
O 19.8850 15.8874 -4.0073 -0.251 -0.227 -0.451 -0.173
C 19.7986 14.7072 -3.2082 -0.634 0.362 1.212 -0.385
H 18.9729 21.1788 -3.4147 0.214 -0.008 0.294 0.395
H 18.4606 19.7763 -2.4151 -0.279 0.231 -0.054 0.281
H 18.1415 19.8637 -4.1661 0.019 -0.170 -0.008 0.193
H 20.7619 19.2671 -2.6962 -0.389 -0.195 0.199 0.335
H 20.8487 19.8256 -4.3002 -0.499 0.021 -0.299 0.357
H 19.3786 13.8838 -3.7690 0.413 0.032 -0.509 -0.147
H 19.0832 14.8955 -2.3952 0.130 0.010 -0.080 0.337
H 20.7493 14.5112 -2.7321 0.326 -0.320 -0.197 0.410
C 21.5353 11.5914 -1.5112 0.397 0.274 0.290 -0.395
C 22.4829 12.4319 -0.6789 0.065 0.245 0.594 -0.664
O 23.8692 12.2969 -1.0601 -0.270 -0.348 0.312 -0.361
C 24.2425 12.8142 -2.2225 -0.347 -0.074 -0.023 0.847
O 23.5536 13.4582 -2.9647 -0.344 0.371 -0.256 -0.565
O 25.5052 12.4904 -2.4297 0.498 0.137 0.197 -0.357
C 26.1247 13.1114 -3.5501 -0.137 0.899 -0.353 -0.843
H 20.5308 11.6807 -1.0924 -0.019 -0.022 -0.055 0.217
H 21.8619 10.5565 -1.4189 -0.139 -0.080 -0.245 0.220
H 21.5344 11.9194 -2.5457 -0.040 -0.123 -0.106 0.144
H 22.4744 12.0788 0.3541 0.099 -0.093 -0.096 0.372
H 22.2168 13.4908 -0.6094 0.035 -0.042 -0.456 0.362
H 27.1872 12.9068 -3.4897 0.014 -0.175 0.042 0.308
H 25.9885 14.1973 -3.5138 -0.034 -0.160 0.118 0.401
H 25.7056 12.7775 -4.4985 -0.010 -0.278 0.099 0.279
C 16.4433 7.7374 -1.1544 -0.415 0.203 -0.267 -0.982
C 17.7887 7.1211 -0.8514 0.154 0.709 -0.004 0.312
O 17.6669 6.1966 0.2334 0.273 -0.085 -0.114 -0.375
C 17.4086 4.9553 -0.1706 -0.242 -0.295 0.510 0.729
O 17.1822 4.6349 -1.3101 0.035 -0.243 -0.635 -0.575
O 17.4029 4.1514 0.8802 0.171 0.142 0.108 -0.358
C 17.4361 2.7306 0.6335 -0.224 0.358 0.039 -0.639
H 15.9734 8.1758 -0.2729 0.184 -0.181 0.188 0.307
H 15.7499 6.9850 -1.5405 0.020 0.049 -0.032 0.355
H 16.5193 8.5704 -1.8611 0.197 -0.209 -0.149 0.105
H 18.5077 7.8827 -0.5601 -0.072 -0.053 0.368 0.119
H 18.2403 6.6200 -1.7055 -0.170 -0.054 -0.069 0.139
H 16.9524 2.2745 1.4896 0.027 -0.034 0.044 0.226
H 18.4784 2.4288 0.5822 -0.008 -0.136 -0.123 0.275
H 16.8906 2.4987 -0.2757 0.099 -0.081 -0.060 0.325
```
Positions in Å, forces in eV/Å.

Formula: C2H2O3
Source: the Open Molecules 2025 dataset
Level of theory: ωB97M-V with the def2-TZVPD basis set

Its gap between HOMO and LUMO is 0.35971 hartree. The value obtained for the LUMO energy is -0.033 hartree. The HOMO energy is -0.3926 Eh. The SMILES is O=CC(=O)O. Its energy relative to the best compared isomer or geometry (same formula, charge and spin) is 56.9 kJ/mol.

Structure (XYZ):
```
7
Properties=species:S:1:pos:R:3:forces:R:3:nbo_charge:R:1
O 1.3778 -0.6346 0.3421 0.484 1.938 1.283 -0.495
C 0.7308 0.3940 0.4380 -0.248 -0.379 -0.877 0.334
C -0.6142 0.2678 -0.3445 -1.073 -1.897 0.700 0.664
O -1.3976 1.1050 -0.6164 -0.129 1.762 -0.231 -0.516
O -0.9285 -1.0444 -0.5650 1.627 0.676 0.488 -0.660
H 0.9469 1.4148 0.9769 0.070 -1.925 -0.846 0.179
H -0.1152 -1.5026 -0.2311 -0.731 -0.175 -0.517 0.495
```
Positions in Å, forces in eV/Å.